Formula: C22H32N4O2S
Source: the Open Molecules 2025 dataset
Level of theory: ωB97M-V/def2-TZVPD

## Properties
E_HOMO = -0.275 hartree
SMILES = CC(C)[C@@H]1CCC[N@@H+]1[C@H](c1ccc(N(C)C)cc1)c1c([O-])n(C)c(=S)n(C)c1=O
Multiplicity = 1
LUMO = 0.00747 Eh
Charge = 0
E = -1625.1288 a.u.

Structure (XYZ):
```
61
C22H32N4O2S, DFT ωB97M-V/def2-TZVPD
C -1.84 -1.95 -2.58
H -3.37 -0.52 -1.91
H -2.96 1.70 -1.53
C 1.79 -0.49 0.68
H 6.15 -0.08 -1.28
C 6.09 0.54 1.21
H -3.56 3.19 -3.38
H 6.46 -0.48 1.01
H 0.88 2.68 -0.15
C -2.23 1.83 -2.34
H -1.19 -2.10 -3.46
H 1.16 -1.89 4.15
H -4.63 -1.25 3.72
H 0.29 -0.12 -1.83
C -3.00 2.27 -3.61
H 1.38 -1.50 0.82
O 0.07 0.37 3.19
C -1.62 0.45 -2.56
C 0.14 -2.24 4.34
N -2.91 -1.40 2.56
C -4.32 -1.69 2.77
N -0.68 -0.17 -1.44
H -4.89 -1.30 1.94
H -3.14 -0.57 -3.71
H -0.98 0.52 -3.48
C 1.53 1.84 0.08
O -3.29 -0.83 0.36
C -0.49 -0.56 2.61
C -0.55 0.37 0.17
H -0.50 2.94 -2.91
C -1.06 -0.51 1.24
H -4.41 -2.79 2.88
H -1.65 3.82 -1.85
H -2.49 -2.82 -2.38
H -0.28 -1.88 5.30
H 4.81 0.96 -1.92
H -1.15 1.33 0.09
H -0.61 2.59 -1.14
H 0.14 -3.34 4.38
H -3.75 1.54 -3.98
N -0.74 -1.83 3.24
C 5.64 0.90 -1.18
C -2.08 -2.12 3.42
C -2.46 -0.92 1.31
H 3.37 2.92 -0.38
H -1.75 -1.65 -0.52
N 5.14 0.99 0.19
C 3.76 0.93 0.40
H 5.62 0.55 2.19
H -0.22 -2.32 -1.07
H 6.36 1.73 -1.33
C -1.05 -1.64 -1.34
H 6.97 1.20 1.23
C 3.17 -0.28 0.84
H -2.30 2.52 -4.43
C 2.91 1.99 0.00
C -1.17 2.86 -2.04
H 3.79 -1.12 1.19
S -2.64 -3.10 4.67
C 0.97 0.57 0.34
C -2.64 -0.66 -2.74
```